Here is a structure of composition C32H32N6O16P2RuS2 in a non-equilibrium geometry from the Open Molecules 2025 dataset. Energies are from ωB97M-V/def2-TZVPD.

Computed properties:
<S²>: 8.80
Net charge: -1
Energy above the lowest of the compared OMol25 structures with the same formula, charge and spin in kJ/mol: 411.01
LUMO energy (alpha / beta) in eV: 1.47 / -0.53
E_tot in eV: -118234.47519
Multiplicity: 6

Each line ends with the Löwdin charge.
Positions of all 91 atoms, in Å:
Ru (0.21, -0.52, 1.63)  1.628
C (0.62, -3.75, 2.75)  -0.056
O (-0.18, -3.05, 1.78)  -0.206
C (-1.53, -3.08, 1.95)  -0.232
C (-2.20, -4.13, 2.57)  -0.005
C (-3.58, -4.14, 2.64)  -0.073
C (-4.32, -3.12, 2.07)  -0.088
C (-3.68, -2.06, 1.46)  -0.003
C (-2.28, -1.99, 1.43)  -0.176
N (-1.63, -0.86, 0.99)  -0.095
N (-2.41, 0.12, 0.58)  0.065
C (-2.06, 1.26, 0.03)  -0.133
C (-0.71, 1.67, -0.30)  -0.309
O (0.35, 1.09, 0.20)  -0.206
C (-0.55, 2.78, -1.16)  -0.025
C (-1.60, 3.57, -1.54)  -0.017
C (-2.91, 3.33, -1.05)  -0.173
C (-3.98, 4.20, -1.30)  -0.037
C (-5.24, 3.95, -0.80)  -0.091
C (-5.46, 2.80, -0.03)  -0.084
C (-4.43, 1.93, 0.22)  -0.014
C (-3.14, 2.17, -0.27)  -0.091
H (0.21, -3.61, 3.75)  0.086
H (1.61, -3.30, 2.71)  0.100
H (0.68, -4.81, 2.49)  0.102
H (-1.64, -4.94, 3.00)  0.114
H (-4.08, -4.96, 3.14)  0.103
H (-5.40, -3.14, 2.11)  0.100
H (-4.24, -1.24, 1.04)  0.092
H (0.46, 3.01, -1.48)  0.097
H (-1.42, 4.41, -2.19)  0.115
H (-3.80, 5.09, -1.89)  0.109
H (-6.04, 4.64, -0.99)  0.097
H (-6.45, 2.60, 0.35)  0.097
H (-4.59, 1.05, 0.82)  0.097
O (3.53, 4.20, 2.90)  -0.066
P (2.25, 0.61, 3.37)  0.233
O (3.60, 1.07, 3.76)  -0.297
O (2.20, -0.39, 2.20)  -0.409
O (1.52, -0.02, 4.65)  -0.246
P (0.15, -0.87, 4.87)  0.224
O (-0.85, 0.21, 5.48)  -0.112
O (0.38, -1.99, 5.78)  -0.269
O (-0.40, -1.26, 3.49)  -0.385
H (3.85, 3.30, 3.17)  0.083
H (-1.16, 0.77, 4.74)  0.044
O (-0.86, 1.33, 2.93)  -0.110
C (0.10, 2.16, 2.76)  -0.564
N (1.36, 1.98, 2.99)  -0.031
S (2.25, 3.16, 0.77)  0.992
O (2.53, 3.66, -0.59)  -0.480
O (3.42, 4.11, 1.50)  -0.380
C (0.77, 4.13, 1.28)  -0.253
C (0.50, 5.37, 0.73)  -0.072
C (-0.64, 6.05, 1.10)  -0.087
C (-1.55, 5.49, 1.98)  -0.082
C (-1.33, 4.23, 2.50)  -0.017
C (-0.17, 3.54, 2.18)  -0.119
H (1.20, 5.78, 0.01)  0.114
H (-0.83, 7.04, 0.71)  0.099
H (-2.43, 6.04, 2.26)  0.101
H (-2.05, 3.77, 3.17)  0.118
C (0.49, -2.74, -6.19)  -0.125
C (1.70, -3.66, -6.19)  -0.282
S (2.49, -3.65, -4.55)  0.651
O (3.59, -4.59, -4.59)  -0.305
O (1.47, -3.84, -3.56)  -0.292
C (3.18, -1.97, -4.38)  -0.187
C (3.93, -1.84, -3.05)  -0.130
N (3.04, -1.97, -1.91)  0.049
C (2.11, -1.07, -1.50)  -0.288
N (1.37, -1.56, -0.51)  0.112
C (1.81, -2.82, -0.30)  -0.022
C (2.84, -3.11, -1.14)  -0.158
N (3.58, -4.31, -1.18)  -0.331
O (4.68, -4.31, -1.73)  0.062
O (3.10, -5.27, -0.61)  0.094
C (1.95, 0.25, -2.14)  0.024
H (-0.15, -2.96, -7.04)  0.077
H (0.79, -1.70, -6.25)  0.072
H (-0.07, -2.90, -5.28)  0.075
H (2.47, -3.39, -6.91)  0.097
H (1.42, -4.70, -6.33)  0.104
H (2.33, -1.30, -4.45)  0.086
H (3.86, -1.83, -5.21)  0.111
H (4.43, -0.87, -2.99)  0.138
H (4.67, -2.63, -2.99)  0.111
H (1.37, -3.49, 0.42)  0.098
H (2.56, 0.36, -3.02)  0.073
H (2.21, 1.05, -1.44)  0.075
H (0.90, 0.39, -2.40)  0.095